Molecular formula: C9H14
Method: DFT, wB97M-V/def2-TZVPD

The value obtained for the relative energy (zero: lowest compared OMol25 entry of this formula, charge and spin) is 0.504 eV. As for the structure (SMILES): Cc1ccccc1.CC. For the LUMO energy, the calculation gives 0.03992 hartree.

Geometry (Å):
C 2.841299 -1.717333 -0.889483
C 1.938484 -2.046225 -2.074438
C -2.730460 1.511345 -0.199856
C -0.258592 0.379071 0.471446
C -2.010766 0.793273 -1.145765
C -0.839017 0.168491 -0.768597
C -2.175271 1.688239 1.067156
C -0.485943 1.172745 2.865369
C -0.988475 1.056735 1.454349
H -2.782979 2.235049 1.779403
H 0.931648 -2.340880 -1.803775
H -0.278633 -0.292007 -1.576044
H 3.032917 -0.646507 -0.829766
H -1.359496 1.120246 3.539055
H -3.704238 1.940204 -0.383909
H 1.890944 -1.184878 -2.743444
H -0.049369 2.158675 3.014097
H -2.437077 0.642329 -2.129836
H 0.732728 -0.020749 0.641641
H 2.406726 -2.017194 0.064660
H 2.394680 -2.805716 -2.710111
H 3.847002 -2.141361 -0.924067
H 0.083886 0.346447 3.281916

Atoms 1-3, force components in eV/Å:
0.2074 0.3492 0.5137
0.7827 0.1767 -0.6986
0.7618 0.1861 0.4473